A cluster of 2 separate species, C4H14N3 in total in a non-equilibrium geometry. Source: the OMol25 dataset; level of theory: ωB97M-V with the def2-TZVPD basis set.

Calculated values
**F_max**: 0.09039 Eh/bohr
**ΔE to the lowest compared entry with this formula, charge and spin**: 306.6 kJ/mol
**E_LUMO (spin up / spin down)**: -7.01 / -14.83 eV
**Charge**: +2
**Expectation value of S²**: 0.76
**2S+1**: 2

Cartesian coordinates (Å):
H 1.914 -1.079 1.493
H -0.587 -0.251 1.126
H -0.956 -1.274 -0.957
H -0.118 -3.334 0.801
H 1.114 -1.618 -0.232
H 0.274 3.342 0.077
C -0.458 3.214 -0.699
H -1.437 3.525 -0.330
N -0.510 1.907 -1.387
N -0.433 0.585 0.594
C -0.663 0.785 -0.738
C 0.464 -2.621 1.432
H -0.756 1.923 -2.377
C 1.574 -1.860 0.813
H -0.316 -1.970 1.814
H -0.982 -0.382 -2.393
H -0.306 1.434 1.131
H 2.445 -2.491 0.491
N -0.987 -0.363 -1.381
H 0.772 -3.323 2.244
H -0.050 3.851 -1.522

Quick look at the natural (NBO) charges, all values in e:
1 H 0.2644
2 H 0.4354
3 H 0.4284
4 H 0.2678
5 H 0.3263
6 H 0.2557
7 C -0.4675
8 H 0.2735
9 N -0.3911
10 N -0.7164
11 C 0.6543
12 C -0.6169
13 H 0.4588
14 C -0.5425
15 H 0.2111
16 H 0.4382
17 H 0.4368
18 H 0.3367
19 N -0.7102
20 H 0.3811
21 H 0.2763



A cluster of 2 separate species, C4H14N3O in total in a non-equilibrium geometry. Source: the OMol25 dataset; level of theory: ωB97M-V with the def2-TZVPD basis set.

Calculated values
**F_max**: 0.09197 Eh/bohr
**ΔE to the lowest compared entry with this formula, charge and spin**: 247.4 kJ/mol
**E_LUMO (spin up / spin down)**: 0.67 / 0.61 eV
**Charge**: 0
**Expectation value of S²**: 0.76
**2S+1**: 2

Cartesian coordinates (Å):
H 0.090 1.190 0.644
O 1.206 0.717 1.985
H 0.193 0.228 3.661
H 0.252 -1.258 -3.186
H -1.045 -1.480 -1.400
C 0.861 -0.575 -1.092
N -0.640 -0.671 -0.860
H 1.241 -1.296 -0.349
H -3.283 0.739 0.258
H 1.887 -0.304 3.607
N -2.811 0.561 -0.759
H 0.939 -1.100 2.524
C -1.438 0.382 -0.509
H 1.578 1.551 2.354
H 1.196 0.407 -0.925
C 0.949 -0.184 3.009
H -3.326 -0.005 -1.438
H -1.341 2.297 0.369
H 1.849 -1.698 -2.470
H 1.351 0.070 -3.142
N -0.805 1.406 0.238
C 1.096 -0.976 -2.519

Quick look at the natural (NBO) charges, all values in e:
1 H 0.4157
2 O -0.7382
3 H 0.1792
4 H 0.2216
5 H 0.3830
6 C -0.2141
7 N -0.6551
8 H 0.1919
9 H 0.2562
10 H 0.1517
11 N -0.8844
12 H 0.1964
13 C 0.3823
14 H 0.4723
15 H 0.2125
16 C -0.2474
17 H 0.3912
18 H 0.3998
19 H 0.2125
20 H 0.2054
21 N -0.9043
22 C -0.6280



A cluster of 3 separate species, C4H14N3O in total in a non-equilibrium geometry. Source: the OMol25 dataset; level of theory: ωB97M-V with the def2-TZVPD basis set.

Calculated values
**F_max**: 0.05498 Eh/bohr
**ΔE to the lowest compared entry with this formula, charge and spin**: 636.5 kJ/mol
**E_LUMO**: -7.39 eV
**Charge**: +1

Cartesian coordinates (Å):
H 1.810 -0.649 1.453
C 1.004 0.187 -1.482
O 2.636 -0.199 1.607
H 3.138 -0.732 2.223
H -4.373 -2.494 1.043
C 0.840 1.274 -0.391
H 0.596 2.262 -0.775
N -0.852 1.727 1.309
N -4.046 -2.048 0.203
H 1.813 1.338 0.121
H 2.309 -0.168 -2.985
H 2.340 1.431 -2.450
H 0.159 0.236 -2.178
H -0.281 2.331 1.892
H -4.415 -2.511 -0.605
H -1.541 1.261 1.900
C -0.137 0.769 0.598
H 1.067 -0.797 -0.988
C -0.174 -0.561 0.842
H -3.045 -2.013 0.236
H -1.098 -1.109 0.625
N 2.248 0.463 -2.197

Quick look at the natural (NBO) charges, all values in e:
1 H 0.4601
2 C -0.1991
3 O -0.9553
4 H 0.4936
5 H 0.3717
6 C -0.4990
7 H 0.2645
8 N -0.6764
9 N -1.0729
10 H 0.3241
11 H 0.3826
12 H 0.3774
13 H 0.2016
14 H 0.4367
15 H 0.3810
16 H 0.3992
17 C 0.2166
18 H 0.1989
19 C 0.1553
20 H 0.3241
21 H 0.2265
22 N -0.8114



A cluster of 2 separate species, C4H14N4 in total. Source: the OMol25 dataset; level of theory: ωB97M-V with the def2-TZVPD basis set.

Calculated values
**F_max**: 0.00888 Eh/bohr
**ΔE to the lowest compared entry with this formula, charge and spin**: 100.8 kJ/mol
**SMILES**: NC(N)N.C=CCN
**E_LUMO**: 1.02 eV
**Charge**: 0

Cartesian coordinates (Å):
H -1.313 -1.789 0.297
H 1.535 -1.206 0.556
N -1.266 1.742 -0.741
H 0.457 -2.226 2.571
C -0.446 -1.490 0.903
N -0.750 -0.214 1.506
H 1.014 2.201 0.293
H -0.634 1.358 -2.753
H 0.073 0.136 1.988
H -0.835 -0.047 -1.694
N 0.702 -1.439 0.023
H -1.009 2.722 -0.767
H -0.991 0.474 0.792
C 0.976 0.994 -1.424
H -1.115 -2.641 2.448
H 2.635 1.589 -0.294
H 1.558 0.420 -2.129
H 0.853 -2.351 -0.393
C 1.568 1.628 -0.430
N -0.260 -2.523 1.916
H -2.258 1.670 -0.949
C -0.492 0.990 -1.719

Quick look at the natural (NBO) charges, all values in e:
1 H 0.1570
2 H 0.3473
3 N -0.8500
4 H 0.3417
5 C 0.2513
6 N -0.8704
7 H 0.1913
8 H 0.1786
9 H 0.3375
10 H 0.2100
11 N -0.8470
12 H 0.3635
13 H 0.3968
14 C -0.1322
15 H 0.3605
16 H 0.1973
17 H 0.1997
18 H 0.3626
19 C -0.4474
20 N -0.8495
21 H 0.3681
22 C -0.2666



A cluster of 2 separate species, C4H14N5 in total in a non-equilibrium geometry. Source: the OMol25 dataset; level of theory: ωB97M-V with the def2-TZVPD basis set.

Calculated values
**F_max**: 0.12932 Eh/bohr
**ΔE to the lowest compared entry with this formula, charge and spin**: 288.1 kJ/mol
**E_LUMO (spin up / spin down)**: -3.32 / -5.32 eV
**Charge**: +1
**Expectation value of S²**: 2.03
**2S+1**: 3

Cartesian coordinates (Å):
H -0.256 0.329 -2.728
H 4.001 0.670 0.545
H -3.921 -0.998 1.243
H 1.002 2.201 0.128
C -2.916 -0.528 1.652
H -2.425 -1.274 2.242
C 3.119 -0.100 0.409
C -0.927 0.382 -1.761
H -0.290 -1.215 0.930
H -1.985 0.129 -1.813
H -0.843 1.411 -1.502
H -2.586 0.502 -0.040
N 0.942 -0.726 -1.068
H 2.595 -0.182 1.392
H 3.384 -1.066 -0.064
N -2.086 -0.080 0.607
N 2.162 0.678 -0.339
N 1.572 1.391 0.519
C -0.952 -0.714 0.288
H 1.313 -1.587 -0.639
H -3.187 0.351 2.178
N -0.328 -0.494 -0.833
H 2.613 0.918 -1.345

Quick look at the natural (NBO) charges, all values in e:
1 H 0.2733
2 H 0.2281
3 H 0.2197
4 H 0.3215
5 C -0.4118
6 H 0.2258
7 C -0.4525
8 C -0.4523
9 H 0.2252
10 H 0.2193
11 H 0.2231
12 H 0.4215
13 N -0.2993
14 H 0.2345
15 H 0.2033
16 N -0.5098
17 N -0.3266
18 N -0.4535
19 C 0.2992
20 H 0.3614
21 H 0.2259
22 N -0.1563
23 H 0.3802



A cluster of 2 separate species, C4H14NO in total in a non-equilibrium geometry. Source: the OMol25 dataset; level of theory: ωB97M-V with the def2-TZVPD basis set.

Calculated values
**F_max**: 0.06093 Eh/bohr
**ΔE to the lowest compared entry with this formula, charge and spin**: 282.2 kJ/mol
**E_LUMO (spin up / spin down)**: 0.70 / 0.49 eV
**Charge**: 0
**Expectation value of S²**: 0.75
**2S+1**: 2

Cartesian coordinates (Å):
H 1.091 -1.846 0.562
C 0.649 -0.876 0.211
H -0.123 1.761 -0.319
H -0.729 -1.983 -0.908
H 1.344 -0.797 -1.756
O -0.044 0.586 3.951
C 1.704 -0.411 -0.824
C -1.391 -0.014 -1.159
C -0.699 1.367 -1.134
H 2.651 -0.981 -0.798
N -0.786 -1.129 -0.294
H -0.038 1.371 3.387
H 2.057 0.611 -0.798
H -2.444 0.104 -0.884
H -1.315 1.986 -1.799
H 0.159 1.150 -1.780
H -1.240 -0.379 -2.187
H 0.638 -0.225 1.089
H -1.455 -1.188 0.569
H -0.027 0.893 4.870

Quick look at the natural (NBO) charges, all values in e:
1 H 0.2280
2 C -0.3003
3 H 0.2280
4 H 0.2778
5 H 0.2235
6 O -0.9464
7 C -0.6596
8 C -0.3297
9 C -0.6575
10 H 0.2258
11 N -0.8000
12 H 0.4672
13 H 0.2163
14 H 0.2136
15 H 0.2317
16 H 0.2132
17 H 0.1974
18 H 0.2191
19 H 0.2797
20 H 0.4723